[1]
This record from the Open Molecules 2025 dataset describes a single C2H4IN3S molecule at a distorted geometry. The level of theory is ωB97M-V/def2-TZVPD.

Results
HOMO-LUMO gap = 7.9 eV
energy = -938.656761 hartree

Structure (ORCA input):
```
! RIJCOSX wB97M-V def2-TZVPD def2/J DEFGRID3
* xyz 0 1
C -0.347 -0.535 -0.101
C 2.221 -0.298 0.276
N 0.783 -0.254 0.106
N -3.291 -2.432 -0.280
N -1.515 -0.541 -0.432
S -2.772 -1.234 0.501
I -4.457 0.767 0.056
H 2.466 -0.742 1.234
H 2.831 -0.842 -0.527
H 2.351 0.823 0.321
H -3.168 -2.681 -1.295
*
```

[2]
This record from the Open Molecules 2025 dataset describes 2 unconnected molecules or ions with the total composition C2H4INO2 at a distorted geometry. The level of theory is ωB97M-V/def2-TZVPD.

Results
HOMO-LUMO gap (alpha / beta) = 9.0 / 7.4 eV
energy = -581.339704 hartree

Structure (ORCA input):
```
! RIJCOSX wB97M-V def2-TZVPD def2/J DEFGRID3
* xyz 0 1
C 1.061 0.586 -0.173
C 0.505 -0.768 0.192
N -1.750 0.016 -0.147
O -1.835 0.738 -1.107
O -2.538 -0.535 0.588
I 0.132 -1.200 2.248
H 1.867 1.026 0.460
H 0.349 1.368 -0.295
H 1.517 0.378 -1.192
H 0.694 -1.611 -0.573
*
```

[3]
This record from the Open Molecules 2025 dataset describes a molecular structure, C2H4IrO2 at a distorted geometry. The level of theory is ωB97M-V/def2-TZVPD.

Results
HOMO-LUMO gap (alpha / beta) = 9.0 / 6.1 eV
energy = -332.326475 hartree

Structure (ORCA input):
```
! RIJCOSX wB97M-V def2-TZVPD def2/J DEFGRID3
* xyz 2 6
H -0.462 -0.472 1.019
O 0.221 0.202 0.632
C 1.489 0.119 1.169
C 1.876 -0.869 1.973
H 2.170 0.824 0.692
H 2.895 -0.863 2.356
H 1.292 -1.785 2.082
O -1.869 -0.202 -1.482
Ir -0.335 0.716 -1.091
*
```